# 1
# C8H8F3O3

The ion C8H8F3O3 with charge -1 at a distorted geometry (ωB97M-V/def2-TZVPD, OMol25).

Bonds (Å) are listed after each position.
Atoms and positions in Å:
1 F -3.06 -1.64 -0.10  C4 1.349
2 H -1.23 1.77 -0.96  C5 1.088
3 H -1.70 0.46 -1.90  C5 1.151
4 C -2.67 -0.65 0.72  F1 1.349, F9 1.382, C12 1.700, C14 1.632
5 C -0.78 0.86 -1.35  H2 1.088, H3 1.151, C7 1.448, H17 1.093
6 O -3.01 -2.08 2.59  C14 1.201
7 C -0.07 0.08 -0.35  C5 1.448, C12 1.531, C16 1.441
8 H -0.68 -1.71 0.72  C12 1.140
9 F -3.16 0.49 0.11  C4 1.382
10 C 3.78 0.37 -0.77  H18 1.092, H20 1.158, C21 1.514, H22 1.103
11 O 2.01 1.27 -2.08  C21 1.208
12 C -0.97 -0.61 0.68  C4 1.700, C7 1.531, H8 1.140, H19 1.226
13 F 1.79 -0.54 0.92  C16 1.353
14 C -2.79 -0.93 2.32  C4 1.632, O6 1.201, O15 1.243
15 O -2.62 0.09 3.01  C14 1.243
16 C 1.36 0.06 -0.21  C7 1.441, F13 1.353, C21 1.429
17 H -0.17 1.39 -2.08  C5 1.093
18 H 4.47 0.88 -1.45  C10 1.092
19 H -0.83 -0.06 1.77  C12 1.226
20 H 3.98 0.55 0.35  C10 1.158
21 C 2.33 0.66 -1.08  C10 1.514, O11 1.208, C16 1.429
22 H 4.02 -0.70 -0.86  C10 1.103

For the total energy, the calculation gives -834.9634 a.u. Its energy above the lowest of the compared OMol25 structures with the same formula, charge and spin is 0.0 kJ/mol. The charge is -1. The lowest unoccupied orbital energy is 2.87 eV. As for the SMILES: CC(=O)/C(F)=C(\C)CC(F)(F)C(=O)[O-]. As for the gap between HOMO and LUMO: 0.2883 Ha.



# 2
# C6H6

An isolated molecule of C6H6 (ωB97M-V/def2-TZVPD, OMol25).

Bonds (Å) are listed after each position.
Atoms and positions in Å:
1 H -1.86 1.32 -0.65  C6 1.093
2 C 1.25 -0.11 -0.83  C8 1.209, C12 1.381
3 C 3.62 0.04 0.12  H10 1.064, C12 1.205
4 H -2.87 0.57 0.61  C6 1.092
5 H -1.24 1.17 1.00  C6 1.095
6 C -1.85 0.68 0.24  H1 1.093, H4 1.092, H5 1.095, C9 1.532
7 H -1.86 -1.27 -0.78  C9 1.094
8 C 0.10 -0.44 -0.67  C2 1.209, C9 1.457
9 C -1.23 -0.68 -0.12  C6 1.532, H7 1.094, C8 1.457, H11 1.099
10 H 4.46 -0.07 0.76  C3 1.064
11 H -1.08 -1.27 0.79  C9 1.099
12 C 2.57 0.05 -0.48  C2 1.381, C3 1.205

For the total energy, the calculation gives -232.0830 a.u. Its energy above the lowest of the compared OMol25 structures with the same formula, charge and spin is 376.4 kJ/mol. The charge is 0. The lowest unoccupied orbital energy is 1.00 eV. As for the SMILES: C#CC#CCC. As for the gap between HOMO and LUMO: 0.3749 Ha.